[1]
{"formula": "C3H5NO2", "method": "ωB97M-V/def2-TZVPD", "homo_energy_ev": -8.03, "lumo_energy_ev": 0.1045, "e_above_lowest_ev": 6.727, "species": ["O", "N", "C", "C", "O", "C", "H", "H", "H", "H", "H"], "xyz": [[2.28, -0.53, -0.53], [1.50, 0.34, 0.25], [0.31, 0.29, -0.20], [-0.90, 0.92, 0.43], [-1.83, -0.20, 0.25], [-1.02, -1.25, 0.25], [3.18, -0.32, -0.25], [-1.30, 1.76, -0.14], [-0.80, 1.17, 1.49], [-1.49, -2.04, -0.36], [0.09, -0.16, -1.18]], "mulliken_charge": [-0.379, -0.527, 0.112, -0.180, -0.235, -0.192, 0.357, 0.237, 0.256, 0.145, 0.407]}

[2]
{"formula": "C2H2F2P", "method": "ωB97M-V/def2-TZVPD", "homo_energy_ev": -17.03, "lumo_energy_ev": -8.0104, "e_above_lowest_ev": 1.387, "charge": 1, "species": ["C", "C", "F", "F", "P", "H", "H"], "xyz": [[0.82, -0.87, -0.02], [0.80, -2.06, 0.25], [0.25, 0.95, -1.71], [-1.72, 1.73, 0.46], [0.70, 0.85, -0.24], [-1.80, 2.52, 0.87], [0.94, -3.11, 0.39]], "mulliken_charge": [-0.521, 0.572, -0.099, -0.380, 0.583, 0.418, 0.427]}

[3]
{"formula": "C25H69AlF4N8O15S4", "method": "ωB97M-V/def2-TZVPD", "homo_energy_ev": [-7.05, -7.05], "lumo_energy_ev": [1.8276, 0.1760], "multiplicity": 2, "charge": -1, "species": ["Al", "N", "S", "O", "O", "F", "S", "O", "O", "F", "N", "S", "O", "O", "F", "S", "O", "O", "F", "C", "O", "H", "H", "H", "C", "C", "C", "O", "C", "N", "H", "H", "H", "H", "H", "H", "H", "H", "H", "H", "H", "C", "C", "C", "O", "C", "N", "H", "H", "H", "H", "H", "H", "H", "H", "H", "H", "H", "C", "C", "C", "O", "C", "N", "H", "H", "H", "H", "H", "H", "H", "H", "H", "H", "H", "C", "C", "C", "O", "C", "N", "H", "H", "H", "H", "H", "H", "H", "H", "H", "H", "H", "C", "C", "C", "O", "C", "N", "H", "H", "H", "H", "H", "H", "H", "H", "H", "H", "H", "C", "C", "C", "O", "C", "N", "H", "H", "H", "H", "H", "H", "H", "H", "H", "H", "H"], "xyz": [[-2.38, 2.66, 3.84], [-4.75, 1.23, 4.52], [-6.00, 0.92, 3.65], [-7.21, 1.73, 3.82], [-6.12, -0.32, 2.92], [-5.41, 1.70, 2.36], [-5.08, -0.17, 5.49], [-4.25, -1.39, 5.30], [-6.43, -0.42, 6.02], [-4.47, 0.48, 6.81], [-1.78, 0.83, 1.77], [-1.00, 0.81, 0.24], [-1.71, 1.31, -0.89], [0.08, -0.14, 0.04], [0.00, 2.05, 0.56], [-2.10, -0.62, 1.68], [-1.16, -1.52, 2.30], [-2.90, -1.05, 0.51], [-3.27, -0.51, 2.76], [-3.38, 4.36, 0.38], [-2.61, 4.78, 1.46], [-4.34, 4.87, 0.30], [-2.90, 4.54, -0.59], [-3.55, 3.30, 0.25], [2.80, 5.11, -0.16], [1.45, 5.00, -0.91], [1.19, 3.97, -2.09], [0.00, 4.51, -2.72], [-0.64, 3.77, -3.68], [0.50, 4.72, 0.17], [2.62, 5.98, 0.46], [3.60, 5.37, -0.84], [3.08, 4.14, 0.27], [1.15, 5.93, -1.39], [1.02, 2.96, -1.73], [2.01, 3.86, -2.80], [-1.01, 2.80, -3.35], [-0.06, 3.64, -4.59], [-1.50, 4.40, -3.90], [1.05, 4.09, 0.75], [-0.26, 4.13, -0.12], [4.59, -1.65, -2.60], [3.41, -0.72, -2.30], [2.90, 0.04, -3.54], [3.99, 0.55, -4.21], [3.61, 1.34, -5.36], [2.29, -1.54, -1.70], [4.80, -2.35, -1.79], [5.53, -1.12, -2.70], [4.30, -2.16, -3.53], [3.74, 0.02, -1.58], [2.27, 0.90, -3.33], [2.37, -0.63, -4.21], [4.51, 1.58, -5.92], [2.88, 2.11, -5.14], [3.10, 0.64, -6.02], [2.68, -1.91, -0.84], [1.55, -0.95, -1.36], [-0.90, -3.06, -1.71], [0.17, -4.14, -1.85], [-0.34, -5.64, -1.78], [-0.92, -5.93, -0.42], [-1.68, -7.14, -0.42], [0.84, -3.99, -3.18], [-1.50, -2.89, -2.61], [-0.44, -2.13, -1.38], [-1.50, -3.30, -0.83], [0.88, -3.87, -1.07], [0.51, -6.31, -1.79], [-0.87, -5.95, -2.68], [-2.34, -7.18, 0.45], [-1.00, -7.99, -0.41], [-2.41, -7.18, -1.23], [1.16, -3.04, -3.21], [0.13, -3.95, -3.90], [3.98, -0.29, 3.05], [2.61, -0.50, 2.23], [2.22, -2.03, 1.88], [3.26, -2.45, 0.98], [3.60, -3.87, 0.87], [1.53, 0.09, 3.08], [4.76, -0.82, 2.51], [3.87, -0.65, 4.08], [4.23, 0.77, 3.06], [2.66, 0.13, 1.34], [1.23, -2.11, 1.44], [2.21, -2.58, 2.82], [3.82, -4.28, 1.85], [4.53, -3.91, 0.30], [2.87, -4.52, 0.39], [0.71, 0.17, 2.49], [1.94, 1.00, 3.27], [-0.30, -1.07, 6.73], [-0.84, 0.28, 6.19], [0.34, 1.35, 6.19], [-0.29, 2.61, 6.05], [0.28, 3.54, 6.98], [-1.31, -0.02, 4.82], [0.62, -1.49, 6.32], [-1.05, -1.85, 6.70], [0.14, -1.13, 7.73], [-1.56, 0.57, 6.95], [0.86, 1.20, 5.25], [1.00, 1.19, 7.04], [1.32, 3.67, 6.67], [0.18, 3.23, 8.02], [-0.09, 4.56, 7.10], [-1.79, -0.90, 4.68], [-0.52, -0.28, 4.24], [-0.42, -1.80, -6.11], [-1.18, -0.50, -6.01], [-2.11, -0.47, -4.80], [-2.74, 0.85, -4.84], [-3.63, 0.98, -3.79], [-0.18, 0.54, -5.78], [-1.15, -2.60, -6.15], [0.15, -1.99, -5.20], [0.25, -2.01, -6.95], [-1.67, -0.23, -6.95], [-1.78, -0.75, -3.80], [-2.89, -1.22, -4.91], [-4.46, 0.52, -4.31], [-3.79, 2.05, -3.63], [-3.45, 0.54, -2.81], [0.12, 0.90, -6.67], [-0.66, 1.30, -5.32]], "mulliken_charge": [0.871, -0.033, 0.873, -0.638, -0.507, -0.299, 0.886, -0.564, -0.544, -0.294, 0.619, -0.587, -0.055, -0.434, -0.040, 0.692, -0.645, -0.530, -0.072, -0.496, -0.264, 0.370, 0.214, 0.220, -1.476, 0.346, -0.016, -0.390, -0.518, -0.518, 0.371, 0.409, 0.329, 0.286, -0.239, 0.418, 0.058, 0.341, 0.316, 0.198, 0.046, -1.567, 0.689, 0.118, -0.395, -0.649, 0.502, 0.284, 0.379, 0.303, 0.286, -0.054, -0.013, 0.310, 0.143, 0.304, -0.071, -0.215, -1.080, 1.636, -1.184, -0.230, -0.838, -0.700, 0.303, -0.029, 0.440, -0.617, 0.478, 0.393, 0.268, 0.289, 0.321, 0.112, 0.331, -1.682, 0.347, -0.448, -0.338, -0.908, -0.250, 0.376, 0.335, 0.484, 0.144, 0.035, 0.625, 0.378, 0.291, 0.233, -0.008, 0.219, -1.716, 0.633, -0.222, -0.071, -0.952, 0.194, 0.315, 0.407, 0.497, 0.105, -0.342, 0.468, 0.343, 0.317, 0.277, 0.304, -0.402, -1.188, 0.509, -0.624, -0.419, -0.847, -0.366, 0.457, -0.141, 0.452, 0.304, 0.038, 0.586, 0.450, 0.202, 0.303, 0.239, 0.104]}